Below is C44H53IrN11PSSb as an isolated structure, with properties calculated with ωB97M-V with the def2-TZVPD basis set.

Each line ends with the Mulliken charge.
Positions of all 112 atoms, in Å:
Ir1 -0.2317 -0.7918 1.3772  1.664
N1 -1.5911 0.9264 4.0701  0.210
C1 -0.5523 1.4832 3.3680  0.221
N2 -0.0505 2.6546 3.6991  -0.725
N3 0.9460 2.8531 2.8111  -1.233
N4 1.0290 1.8662 1.9961  -0.128
N5 0.0841 0.9576 2.3131  0.765
C2 -2.1946 -0.2572 3.7470  -0.286
N6 -3.1909 -0.7918 4.4315  -0.555
N7 -3.4440 -1.9447 3.7843  -1.071
N8 -2.6468 -2.0817 2.7837  -0.677
N9 -1.8324 -1.0007 2.7242  1.252
H1 -1.9835 1.4658 4.8213  0.270
N10 -1.0544 -2.6655 0.6189  -0.759
C3 -0.1648 -3.7272 0.2978  0.510
C4 -0.2556 -4.3876 -0.9160  -0.612
C5 0.6491 -5.3864 -1.2424  -0.400
C6 1.6545 -5.7196 -0.3459  -0.891
C7 1.7366 -5.0505 0.8674  -0.247
C8 0.8254 -4.0554 1.2172  -0.311
C9 0.9235 -3.3667 2.5315  0.551
C10 1.2756 -4.1577 3.6333  -0.314
C11 1.5005 -3.6126 4.8830  -1.021
C12 1.4052 -2.2360 5.0415  -0.893
C13 1.0298 -1.4481 3.9660  -0.360
C14 0.7412 -1.9860 2.7040  -0.440
H2 -1.6869 -2.4102 -0.1346  0.429
H3 -1.5837 -2.7947 1.4933  0.830
H4 -1.0422 -4.1097 -1.6093  0.311
H5 0.5835 -5.8805 -2.2039  0.339
H6 2.3808 -6.4842 -0.5923  0.377
H7 2.5400 -5.2826 1.5562  0.480
H8 1.3536 -5.2305 3.4982  0.510
H9 1.7464 -4.2530 5.7208  0.350
H10 1.5974 -1.7784 6.0049  0.430
H11 0.9440 -0.3803 4.1133  0.524
C15 4.0565 -0.9019 1.2473  -2.022
C16 4.0159 0.0620 0.0452  2.777
C17 3.9520 1.4832 0.6191  -1.793
C18 5.2979 -0.0547 -0.7840  -1.998
P1 2.4062 -0.2662 -0.9046  -1.592
N11 1.2740 -0.6124 0.1067  0.565
C19 1.9855 1.2351 -2.0020  2.824
C20 0.9080 0.8054 -3.0129  -1.817
C21 3.1769 1.8172 -2.7714  -2.104
C22 1.3428 2.3125 -1.1326  -1.875
C23 2.6708 -1.7521 -2.0701  2.843
C24 3.2855 -2.8681 -1.2160  -1.736
C25 1.2887 -2.2408 -2.5339  -1.750
C26 3.5552 -1.5216 -3.3020  -2.127
H12 4.7432 -0.4964 1.9965  0.570
H13 4.4041 -1.8979 0.9822  0.202
H14 3.0720 -0.9944 1.7078  0.483
H15 4.7568 1.5906 1.3537  0.704
H16 3.0099 1.6778 1.1230  0.204
H17 4.1066 2.2438 -0.1450  0.292
H18 6.1370 0.2699 -0.1597  0.526
H19 5.2802 0.5842 -1.6660  0.261
H20 5.5071 -1.0731 -1.1017  0.350
H21 1.3072 0.1729 -3.8025  0.196
H22 0.5055 1.7071 -3.4852  0.736
H23 0.0754 0.2945 -2.5269  0.026
H24 3.6789 1.0832 -3.3974  0.299
H25 3.9176 2.2673 -2.1125  0.312
H26 2.8021 2.6092 -3.4286  0.527
H27 0.6056 1.8775 -0.4656  0.015
H28 0.8286 3.0254 -1.7858  0.709
H29 2.0563 2.8623 -0.5230  0.204
H30 2.7370 -2.9896 -0.2812  0.005
H31 4.3337 -2.6897 -0.9899  0.265
H32 3.2212 -3.8115 -1.7657  0.804
H33 0.5363 -2.0763 -1.7616  0.024
H34 1.3401 -3.3143 -2.7290  0.564
H35 0.9574 -1.7529 -3.4459  0.296
H36 4.5527 -1.1693 -3.0509  0.240
H37 3.1081 -0.8155 -3.9983  0.358
H38 3.6659 -2.4731 -3.8349  0.560
S1 -1.8647 -0.0763 -0.4891  -0.526
Sb1 -3.4546 1.5936 -0.7530  1.623
C27 -3.4002 1.3768 -2.9801  0.601
C28 -3.7203 0.1047 -3.4436  -0.546
C29 -3.8312 -0.1312 -4.8082  -0.626
C30 -3.6489 0.9085 -5.7130  -0.464
C31 -3.3461 2.1807 -5.2487  -0.656
C32 -3.2288 2.4216 -3.8804  -0.344
C33 -4.3201 1.6941 1.2604  0.417
C34 -4.7921 2.9139 1.7383  -0.634
C35 -5.6091 2.9385 2.8640  -0.631
C36 -5.9722 1.7505 3.4885  -0.549
C37 -5.4950 0.5365 3.0113  -0.355
C38 -4.6842 0.5054 1.8828  -0.331
C39 -2.4814 3.4862 -0.5389  -0.051
C40 -1.5387 3.6148 0.4781  0.371
C41 -0.9321 4.8408 0.7286  -0.249
C42 -1.2589 5.9475 -0.0444  -0.679
C43 -2.2009 5.8361 -1.0553  -0.655
C44 -2.8211 4.6137 -1.2910  -0.692
H39 -3.8581 -0.7091 -2.7398  0.336
H40 -4.0607 -1.1284 -5.1670  0.389
H41 -3.7418 0.7263 -6.7768  0.383
H42 -3.1970 2.9939 -5.9507  0.387
H43 -2.9722 3.4129 -3.5402  0.273
H44 -4.5029 3.8423 1.2577  0.395
H45 -5.9660 3.8866 3.2501  0.388
H46 -6.6323 1.7711 4.3474  0.374
H47 -5.7484 -0.3882 3.5141  0.364
H48 -4.2995 -0.4424 1.5174  0.280
H49 -1.2732 2.7536 1.0785  -0.386
H50 -0.2038 4.9214 1.5237  0.499
H51 -0.7887 6.9033 0.1555  0.379
H52 -2.4582 6.6979 -1.6601  0.378
H53 -3.5995 4.5575 -2.0407  0.507

Computed properties:
- Lowest unoccupied orbital energy: 0.3 eV
- 2S+1: 1
- E_tot: -3394.899841 Ha
- M: 1113.0 g/mol
- Largest force on an atom: 3.3 eV/Å
- ΔE to the lowest compared entry with this formula, charge and spin: 0.0 kcal/mol
- Orbital gap: 3.74 eV
- E_HOMO: -3.4 eV
- Net charge: -1

=====

Below is a 2-piece molecular cluster, C9H14O overall, with properties calculated with ωB97M-V with the def2-TZVPD basis set.

Each line ends with the natural charge from an NBO analysis.
Positions of all 24 atoms, in Å:
C1 0.1532 3.2783 -0.6531  -0.633
C2 0.4684 1.8155 -0.7861  -0.044
C3 -0.5527 0.9513 -1.2301  -0.182
C4 -0.3374 -0.4113 -1.2751  -0.274
C5 0.9601 -0.8853 -1.0994  0.286
O1 1.1950 -2.2382 -1.3224  -0.719
C6 2.0184 -0.0821 -0.7101  -0.256
C7 1.6961 1.2634 -0.4899  -0.194
H1 -0.7283 3.5297 -0.0673  0.222
H2 0.1724 3.7527 -1.6353  0.221
H3 0.9401 3.7758 -0.0781  0.215
H4 -1.4493 1.4746 -1.5440  0.212
H5 -1.0376 -1.1869 -1.5256  0.231
H6 1.3242 -2.4376 -2.2522  0.484
H7 2.9611 -0.4530 -0.3749  0.227
H8 2.4979 1.8481 -0.0466  0.206
C8 -1.0822 -1.3360 2.5001  -0.610
C9 -1.5249 -2.1875 1.2723  -0.615
H9 -1.7797 -1.4462 3.3268  0.201
H10 -0.1291 -1.7242 2.8595  0.201
H11 -0.9291 -0.2997 2.2117  0.204
H12 -0.9129 -3.0791 1.2564  0.210
H13 -2.5992 -2.3460 1.2710  0.200
H14 -1.3245 -1.5763 0.3925  0.208

Computed properties:
- Lowest unoccupied orbital energy: 0.9 eV
- 2S+1: 1
- E_tot: -426.543634 Ha
- M: 138.2 g/mol
- Largest force on an atom: 2.1 eV/Å
- ΔE to the lowest compared entry with this formula, charge and spin: 18.3 kcal/mol
- Orbital gap: 9.73 eV
- E_HOMO: -8.8 eV
- Net charge: 0

=====

Below is a 10-piece molecular cluster, C54H122N6O10 overall, with properties calculated with ωB97M-V with the def2-TZVPD basis set.

Each line ends with the Mulliken charge.
Positions of all 192 atoms, in Å:
C1 -7.3868 3.9493 3.0253  -1.738
C2 -6.7855 2.5860 2.5200  2.137
C3 -5.3452 2.8117 2.1253  -1.964
C4 -6.7762 1.5946 3.6725  -1.565
C5 -6.3766 0.1753 3.3170  -0.209
C6 -7.1985 -0.3873 2.2230  -1.196
C7 -7.3065 0.6073 0.9571  1.778
C8 -5.9359 0.6430 0.2796  -1.095
C9 -8.4574 0.1198 -0.0360  -1.938
N1 -7.6597 1.9681 1.4347  -0.102
O1 -7.9659 2.9384 0.3893  -0.457
H1 -6.6744 4.7707 2.9488  0.308
H2 -8.2511 4.4245 2.5613  0.400
H3 -7.7963 4.0390 4.0314  0.416
H4 -5.4287 3.0621 1.0678  0.344
H5 -4.9549 3.6994 2.6231  0.615
H6 -4.6369 2.0007 2.2949  0.178
H7 -6.1416 1.8873 4.5090  0.448
H8 -7.7798 1.4820 4.0826  0.475
H9 -5.3539 0.2026 2.9409  -0.060
H10 -6.2960 -0.5209 4.1518  0.455
H11 -8.2025 -0.5601 2.6106  0.388
H12 -6.8973 -1.4038 1.9697  0.424
H13 -5.0815 0.4608 0.9315  -0.277
H14 -5.9161 1.5919 -0.2565  0.151
H15 -5.7509 -0.1070 -0.4894  0.487
H16 -8.4432 -0.8028 -0.6163  0.322
H17 -8.5764 0.8753 -0.8126  0.422
H18 -9.3459 0.0368 0.5900  0.443
H19 -7.1252 3.0393 -0.0629  0.414
C10 3.2434 -5.4042 6.0017  -1.919
C11 2.3831 -4.2387 5.7391  1.423
C12 0.9323 -4.4951 6.1949  -1.541
C13 3.0957 -3.0990 6.5904  -1.033
C14 2.6922 -1.7286 6.1558  -0.720
C15 3.0586 -1.5696 4.6551  -1.082
C16 2.2793 -2.6087 3.6764  1.503
C17 0.8349 -2.1852 3.6637  -1.542
C18 2.9740 -2.6100 2.2757  -1.794
N2 2.5117 -3.9405 4.2366  0.027
O2 1.8294 -4.8541 3.5812  -0.264
H20 2.8566 -6.1815 5.3426  0.386
H21 4.3302 -5.3265 5.9737  0.381
H22 3.0526 -5.8265 6.9882  0.412
H23 0.9839 -4.5884 7.2797  0.475
H24 0.2294 -3.7034 5.9356  0.292
H25 0.5127 -5.4030 5.7619  0.293
H26 2.6899 -3.0557 7.6011  0.351
H27 4.1855 -3.1072 6.6125  0.372
H28 1.6181 -1.5513 6.2121  0.349
H29 3.2813 -0.9664 6.6657  0.415
H30 4.1180 -1.6574 4.4140  0.519
H31 2.8123 -0.5254 4.4624  0.177
H32 0.3550 -2.0339 4.6306  0.288
H33 0.1506 -2.7138 3.0001  0.350
H34 0.9482 -1.2542 3.1081  0.359
H35 2.4416 -3.2809 1.6015  0.454
H36 4.0623 -2.6148 2.3369  0.376
H37 2.7872 -1.6509 1.7925  0.342
H38 2.6012 -5.1886 3.1187  0.415
C19 1.3952 -7.8794 1.6129  -1.873
C20 2.2396 -7.9611 0.3094  1.739
C21 3.6842 -7.8159 0.5643  -1.688
C22 1.9706 -9.4673 -0.1004  -1.259
C23 2.2811 -9.8194 -1.5064  -0.838
C24 1.6676 -8.8489 -2.5892  -1.369
C25 2.0188 -7.3607 -2.2059  1.608
C26 3.5053 -7.0252 -2.4671  -1.670
C27 0.9529 -6.6773 -3.2439  -1.960
N3 1.6674 -7.1445 -0.7754  0.146
O3 1.5141 -5.7933 -0.4661  -0.186
H39 0.3980 -8.3125 1.5344  0.394
H40 1.8800 -8.2440 2.5185  0.404
H41 1.1728 -6.8171 1.7133  0.255
H42 3.9293 -8.1973 1.5556  0.462
H43 4.3174 -8.2016 -0.2346  0.253
H44 3.8111 -6.7470 0.7363  0.380
H45 2.4814 -10.1447 0.5840  0.388
H46 0.9680 -9.8414 0.1068  0.528
H47 3.3572 -9.8220 -1.6800  0.267
H48 1.8032 -10.7671 -1.7545  0.429
H49 0.5906 -9.0099 -2.6364  0.542
H50 1.9164 -9.1395 -3.6098  0.452
H51 3.6765 -6.8183 -3.5235  0.474
H52 4.2245 -7.7869 -2.1663  0.244
H53 3.7118 -6.0875 -1.9512  0.315
H54 0.6647 -7.2497 -4.1256  0.398
H55 1.1014 -5.6276 -3.4975  0.402
H56 -0.0271 -6.6406 -2.7681  0.478
H57 0.5683 -5.6474 -0.5412  0.292
C28 5.5164 6.6113 3.7825  -1.889
C29 4.0808 6.5950 3.1912  1.593
C30 3.3139 7.7913 3.7069  -1.888
C31 4.2714 6.6740 1.6660  -1.328
C32 3.0814 6.5030 0.7554  -1.081
C33 2.3896 5.1952 1.1901  -1.284
C34 2.2491 4.7702 2.6780  2.301
C35 0.9819 5.4107 3.3820  -1.602
C36 2.0934 3.2122 2.7016  -2.373
N4 3.4688 5.2335 3.4172  0.251
O4 3.4859 4.8199 4.6986  -0.488
H58 5.9001 7.6283 3.7023  0.433
H59 5.5282 6.3530 4.8414  0.430
H60 6.2731 6.0931 3.1934  0.389
H61 2.9968 7.5508 4.7216  0.469
H62 3.9295 8.6882 3.7760  0.403
H63 2.4071 8.0894 3.1808  0.323
H64 4.8112 7.5814 1.3954  0.533
H65 4.8922 5.8504 1.3132  0.406
H66 2.4074 7.2889 1.0962  0.278
H67 3.1591 6.7774 -0.2967  0.510
H68 2.5804 4.4503 0.4176  0.463
H69 1.3993 5.4826 0.8368  0.309
H70 0.0989 5.4458 2.7438  0.356
H71 1.2200 6.4448 3.6312  0.376
H72 0.7287 4.9263 4.3250  0.343
H73 1.1866 2.8122 2.2477  0.300
H74 2.0886 2.8646 3.7347  0.615
H75 2.9708 2.6606 2.3639  0.466
H76 4.0936 4.0946 4.5366  0.389
C37 -0.2972 5.2573 -5.2997  -1.710
C38 1.0516 4.8016 -4.7899  1.814
C39 1.1933 5.0731 -3.2710  -1.821
C40 1.1495 3.2280 -4.9702  -0.438
C41 1.6902 2.6362 -6.2507  -1.169
C42 2.9838 3.4150 -6.6102  -1.403
C43 2.8693 4.9797 -6.6387  1.390
C44 4.2346 5.7396 -6.6364  -1.952
C45 2.2120 5.3325 -7.9467  -1.732
N5 2.1458 5.5232 -5.4661  0.578
O5 2.0724 6.9447 -5.5076  -0.531
H77 -0.4085 6.3025 -5.0110  0.406
H78 -0.4693 5.0346 -6.3528  0.321
H79 -1.0411 4.5729 -4.8918  0.332
H80 2.1497 4.8240 -2.8113  0.454
H81 0.8791 6.0105 -2.8119  0.400
H82 0.5088 4.3242 -2.8727  0.105
H83 1.6036 2.8292 -4.0631  0.538
H84 0.1327 2.8451 -5.0585  -0.100
H85 2.0674 1.6550 -5.9624  0.425
H86 1.0342 2.8962 -7.0814  0.348
H87 3.2668 3.1459 -7.6278  0.473
H88 3.8952 3.1158 -6.0927  0.402
H89 4.0690 6.7959 -6.8488  0.437
H90 4.8669 5.2173 -7.3543  0.435
H91 4.7852 5.4994 -5.7269  0.433
H92 1.2729 4.7802 -7.9815  0.417
H93 2.7579 4.9930 -8.8269  0.444
H94 1.9747 6.3963 -7.9420  0.350
H95 2.6939 7.2332 -4.8352  0.351
C46 -0.8504 -2.2719 -1.4702  -1.320
C47 -1.5509 -1.1899 -0.4816  2.282
C48 -2.7786 -1.7548 0.3646  -1.934
C49 -0.5228 -0.6815 0.5138  -1.617
C50 0.5307 0.2380 -0.1375  -1.086
C51 -0.3090 1.4545 -0.6209  -1.392
C52 -1.4206 1.1519 -1.5951  2.121
C53 -2.3015 2.4263 -1.5805  -2.060
C54 -0.8229 1.0097 -3.1052  -0.927
N6 -2.1899 -0.0519 -1.1980  0.911
O6 -3.0815 -0.3751 -2.1683  -0.287
H96 -0.3421 -1.6882 -2.2375  0.219
H97 -0.0039 -2.9110 -1.2191  0.462
H98 -1.6274 -2.8944 -1.9140  -0.201
H99 -3.5423 -2.1045 -0.3301  0.396
H100 -2.6056 -2.7063 0.8674  0.425
H101 -3.2037 -1.0771 1.1049  0.372
H102 -0.9617 -0.1938 1.3842  0.581
H103 -0.1154 -1.6022 0.9314  0.016
H104 1.2734 0.6729 0.5313  0.462
H105 1.1344 -0.1102 -0.9757  0.334
H106 0.3807 2.0417 -1.2271  0.029
H107 -0.6697 2.0020 0.2498  0.480
H108 -2.8455 2.6463 -0.6619  0.284
H109 -3.1163 2.2872 -2.2911  0.573
H110 -1.7285 3.3021 -1.8849  0.116
H111 0.1776 1.4120 -3.2640  0.094
H112 -1.3345 1.5492 -3.9023  0.326
H113 -0.5919 0.0009 -3.4474  0.015
H114 -3.8052 -0.7045 -1.6304  0.276
O7 -3.5268 1.7541 -6.6831  -0.602
H115 -3.1718 2.3658 -7.3282  0.300
H116 -2.7863 1.1940 -6.4506  0.318
O8 -2.1329 -5.6546 -2.0065  -0.651
H117 -1.5689 -4.9431 -2.3096  0.383
H118 -3.0137 -5.2798 -2.0080  0.348
O9 -2.5025 -0.5777 -5.4905  -0.658
H119 -3.0078 -0.4615 -4.6859  0.276
H120 -2.3288 -1.5181 -5.5310  0.281
O10 -4.8862 -4.4424 -1.5945  -0.606
H121 -5.6490 -4.9493 -1.8729  0.269
H122 -4.9964 -3.5909 -2.0177  0.309

Computed properties:
- Lowest unoccupied orbital energy: -0.1 eV
- 2S+1: 1
- E_tot: -3211.065752 Ha
- M: 1015.6 g/mol
- Largest force on an atom: 6.2 eV/Å
- ΔE to the lowest compared entry with this formula, charge and spin: 151.7 kcal/mol
- Orbital gap: 7.86 eV
- E_HOMO: -8.0 eV
- Net charge: 0